Entry 1:
Density functional theory data (wB97M-V/def2-TZVPD) for a cluster of 2 separate species, C4F7IO in total in a non-equilibrium geometry.

Output
- E_LUMO (alpha / beta): -1.90 / -1.42 eV
- Max |F|: 3.569 eV/Å
- Total charge: 0
- Energy above the lowest of the compared OMol25 structures with the same formula, charge and spin: 27.5 kcal per mole
- Electronic energy: -1224.32794 a.u.
- HOMO energy (alpha / beta): -9.739 / -9.716 eV
- HOMO-LUMO gap (alpha / beta): 7.8 / 8.3 eV

The geometry in XYZ format:
```
13
Properties=species:S:1:pos:R:3:lowdin_charge:R:1
C -0.9008 1.8620 -0.5737 -0.259
C 0.3582 -0.3108 -0.3475 -0.519
C -0.8266 -1.2603 -0.0036 -0.604
C 1.2550 -0.0326 0.7704 -0.759
O -1.4002 1.9261 -1.6277 0.188
F -0.5484 2.7043 0.3195 0.207
F -0.5114 -2.4043 0.5978 0.168
F -1.7805 -0.5080 0.7818 0.038
F -1.5540 -1.5672 -1.0867 0.092
F 1.7918 1.2349 0.6097 0.081
F 2.2425 -0.9119 0.8387 0.135
F 0.5991 -0.0308 1.9108 0.178
I 1.2753 -0.7013 -2.1895 1.055
```

=====

Entry 2:
Density functional theory data (wB97M-V/def2-TZVPD) for a cluster of 2 separate species, C3H5O2Si in total in a non-equilibrium geometry.

Output
- E_LUMO: 2.76 eV
- Max |F|: 4.392 eV/Å
- Total charge: -1
- Energy above the lowest of the compared OMol25 structures with the same formula, charge and spin: 23.8 kcal per mole
- Electronic energy: -557.25269 a.u.
- HOMO energy: -1.729 eV
- HOMO-LUMO gap: 4.5 eV

The geometry in XYZ format:
```
11
Properties=species:S:1:pos:R:3:lowdin_charge:R:1
C -2.3483 0.8611 0.1703 -0.215
C -1.7393 0.1246 -0.6746 -0.539
C 4.2470 0.2206 0.0443 -0.392
O 4.3524 -0.9468 0.1328 0.184
O 4.2453 1.3848 0.0581 0.190
Si -0.9374 -1.5393 -0.1953 0.219
H -2.8993 1.7270 -0.0875 0.006
H -2.3600 0.5218 1.1865 0.003
H -1.8220 0.1650 -1.7701 0.003
H -1.1565 -1.5179 1.3186 -0.206
H 0.4180 -1.0008 -0.1833 -0.252
```

=====

Entry 3:
Density functional theory data (wB97M-V/def2-TZVPD) for a cluster of 10 separate species, C75H166N10O10 in total in a non-equilibrium geometry.

Output
- E_LUMO: 0.38 eV
- Max |F|: 3.638 eV/Å
- Total charge: 0
- Energy above the lowest of the compared OMol25 structures with the same formula, charge and spin: 39.4 kcal per mole
- Electronic energy: -4256.70600 a.u.
- HOMO energy: -8.413 eV
- SMILES: CC1(C)CCCC(C)(C)N1O.CC1(C)CCCC(C)(C)N1O.CC1(C)CCCC(C)(C)N1O.CC1(C)CCCC(C)(C)N1O.CC1(C)CCCC(C)(C)N1O.CC1(C)CCCC(C)(C)N1O.CC1(C)CCCC(C)(C)N1O.COC[C@H](C)N.COC[C@H](C)N.COC[C@H](C)N
- HOMO-LUMO gap: 8.8 eV

The geometry in XYZ format:
```
261
Properties=species:S:1:pos:R:3:lowdin_charge:R:1
C 4.1105 1.8964 -4.5249 -0.025
C 5.0057 2.0649 -3.2498 -0.429
C 4.0001 2.4793 -2.1165 -0.042
C 5.6554 0.7131 -2.8413 -0.162
C 6.7449 0.2621 -3.7663 -0.191
C 7.8719 1.3799 -3.8505 -0.101
C 7.2215 2.7817 -4.2708 -0.481
C 8.4138 3.7890 -4.0171 -0.042
C 6.9415 2.7567 -5.7821 -0.038
N 6.0969 3.1171 -3.3553 -0.105
O 5.6691 4.3943 -3.6805 -0.017
H 4.4905 1.1964 -5.2263 0.046
H 3.1223 1.5145 -4.2215 0.077
H 3.9918 2.7581 -5.1721 0.080
H 3.7206 3.5370 -2.2076 0.077
H 3.0258 1.9584 -2.1151 0.055
H 4.4138 2.3566 -1.0759 0.081
H 6.1041 0.7752 -1.8402 0.116
H 4.8769 -0.0724 -2.6554 0.125
H 7.1711 -0.7328 -3.4274 0.126
H 6.3851 0.0002 -4.7393 0.079
H 8.6631 1.0093 -4.4668 0.103
H 8.2023 1.5200 -2.8281 0.105
H 8.1511 4.7596 -4.4317 0.073
H 9.3210 3.3531 -4.5347 0.102
H 8.5232 3.8553 -2.9593 0.065
H 6.3411 3.5874 -6.1437 0.078
H 6.4457 1.8220 -6.1245 0.078
H 7.9332 2.8651 -6.2281 0.079
H 6.0953 4.9746 -3.0628 0.096
C 3.6234 -1.7254 3.7027 -0.020
C 2.8420 -2.7686 4.5507 -0.491
C 3.8371 -3.7726 5.0537 -0.041
C 2.0517 -2.0019 5.6088 -0.111
C 0.8762 -2.9012 6.1042 -0.168
C 0.0711 -3.4792 4.9926 -0.158
C 0.9025 -4.3595 4.0981 -0.493
C 1.3819 -5.7104 4.6804 -0.032
C -0.0254 -4.8047 2.8394 0.001
N 1.9326 -3.4706 3.5963 -0.096
O 2.6428 -4.1867 2.5930 -0.046
H 3.1713 -0.7064 3.7657 0.057
H 4.6150 -1.5090 4.0747 0.080
H 3.6517 -1.9932 2.6724 0.054
H 4.4976 -3.3606 5.8763 0.109
H 3.3269 -4.6270 5.5585 0.066
H 4.4293 -4.2823 4.3011 0.086
H 2.7542 -1.6968 6.3668 0.114
H 1.6751 -1.0329 5.2524 0.101
H 1.3318 -3.7697 6.6762 0.122
H 0.3154 -2.3058 6.8489 0.115
H -0.5167 -2.6994 4.4580 0.124
H -0.6496 -4.1914 5.4441 0.136
H 0.6290 -6.5056 4.5303 0.094
H 1.7285 -5.6170 5.7076 0.063
H 2.1679 -6.0510 4.0734 0.060
H -0.9336 -5.2503 3.1687 0.069
H 0.5399 -5.5817 2.2726 0.086
H -0.1911 -3.8964 2.2918 0.049
H 2.3309 -3.8065 1.7688 0.047
C -7.8870 -0.3144 -4.0461 -0.011
C -6.4618 -0.9824 -3.6632 -0.464
C -6.6448 -2.4997 -3.6405 -0.041
C -5.3048 -0.7075 -4.6515 -0.146
C -4.8452 0.7242 -4.6438 -0.184
C -4.3198 1.1053 -3.2527 -0.123
C -5.3160 0.7962 -2.0893 -0.454
C -4.4904 0.8544 -0.8264 -0.055
C -6.4297 1.8927 -2.0643 -0.030
N -5.9544 -0.6155 -2.3219 -0.069
O -6.8949 -0.7913 -1.2321 -0.038
H -8.5267 0.0382 -3.2143 0.079
H -7.6770 0.6082 -4.6056 0.054
H -8.4564 -0.9591 -4.7397 0.077
H -6.4594 -2.9205 -4.6246 0.083
H -5.9589 -2.9060 -2.9387 0.030
H -7.6693 -2.8605 -3.4499 0.093
H -4.4904 -1.3124 -4.2637 0.097
H -5.5516 -1.0105 -5.6667 0.128
H -4.0211 0.8234 -5.3297 0.100
H -5.5291 1.4543 -5.0135 0.097
H -4.1170 2.1421 -3.2418 0.102
H -3.3435 0.5698 -3.0913 0.112
H -5.1188 0.6568 0.0588 0.081
H -3.9569 1.7527 -0.7036 0.051
H -3.7246 0.0003 -0.8773 0.095
H -5.9434 2.8592 -1.7545 0.089
H -7.2654 1.7670 -1.3255 0.093
H -6.8368 2.0366 -3.0912 0.072
H -6.6551 -1.6655 -0.8681 0.065
C -0.8450 1.7284 5.4955 -0.032
C -2.1681 2.5323 5.4894 -0.538
C -2.5778 2.7469 6.9630 -0.026
C -1.7453 3.8539 4.8385 -0.146
C -3.0008 4.7309 4.5885 -0.119
C -3.8414 3.9340 3.5554 -0.117
C -4.3250 2.6073 4.1331 -0.454
C -5.3913 2.9384 5.2901 0.005
C -4.9668 1.6781 3.1306 -0.029
N -3.1026 1.8779 4.6574 -0.102
O -3.5410 0.7012 5.2848 -0.014
H -0.4647 1.7623 4.4787 0.041
H -0.1458 2.2211 6.1729 0.086
H -1.0059 0.7117 5.8340 0.083
H -1.6921 3.1611 7.5503 0.103
H -3.3252 3.4783 7.2287 0.050
H -2.8654 1.7818 7.4535 0.099
H -0.9914 4.3203 5.5028 0.129
H -1.2774 3.7075 3.8733 0.082
H -3.4122 4.9446 5.5268 0.084
H -2.5510 5.6571 4.1607 0.097
H -3.2363 3.6685 2.6998 0.100
H -4.7028 4.5243 3.2806 0.117
H -5.8284 1.9885 5.5734 0.078
H -6.0718 3.5613 4.7495 0.068
H -5.0394 3.5187 6.1387 0.057
H -4.1826 1.5454 2.3731 0.073
H -5.7963 2.1439 2.6656 0.079
H -5.3699 0.7462 3.4649 0.081
H -3.4209 0.1001 4.5434 0.078
C 0.9248 -5.2091 -8.1047 -0.034
C -0.2581 -5.1557 -7.0713 -0.570
C -1.1499 -6.3314 -7.3040 -0.039
C 0.4267 -5.2319 -5.7510 -0.138
C -0.4853 -4.7659 -4.5114 -0.142
C -0.8550 -3.3504 -4.8651 -0.161
C -1.6448 -3.2786 -6.1503 -0.509
C -2.9625 -3.9967 -6.0400 -0.020
C -1.8676 -1.7489 -6.4882 -0.009
N -0.7852 -3.8088 -7.2043 -0.113
O -1.3446 -3.6459 -8.4987 -0.017
H 1.5139 -4.2198 -8.0224 0.111
H 1.6102 -6.0918 -7.8030 0.107
H 0.5284 -5.3267 -9.1031 0.063
H -0.5295 -7.1814 -7.5232 0.071
H -1.8604 -6.6437 -6.5091 0.092
H -1.6656 -6.2423 -8.3124 0.109
H 0.7832 -6.2546 -5.6236 0.121
H 1.2927 -4.5844 -5.6937 0.093
H -1.3332 -5.4219 -4.2979 0.095
H 0.1590 -4.9245 -3.6398 0.095
H 0.0893 -2.8471 -5.0504 0.122
H -1.4113 -2.8924 -4.0271 0.095
H -3.6573 -3.2242 -5.6728 0.070
H -3.0219 -4.8507 -5.3815 0.066
H -3.3742 -4.2617 -7.0264 0.097
H -2.5157 -1.2993 -5.7352 0.055
H -2.3733 -1.6241 -7.4424 0.074
H -0.8776 -1.1939 -6.4842 0.106
H -0.9419 -2.8300 -8.7938 0.098
C 2.4904 5.4478 2.8929 -0.039
C 3.0270 4.0802 3.2928 -0.494
C 1.8786 3.1191 3.6952 -0.023
C 3.7778 3.4691 2.1045 -0.132
C 4.8043 2.3605 2.4822 -0.179
C 5.7246 2.8642 3.5895 -0.120
C 4.9479 3.2756 4.8771 -0.475
C 4.3400 2.0207 5.5502 -0.018
C 5.8808 4.0175 5.8529 -0.037
N 3.9854 4.3257 4.4225 -0.062
O 3.2412 4.7157 5.6109 -0.058
H 3.3251 6.1773 2.6458 0.117
H 1.7811 5.3691 2.0163 0.093
H 1.8866 5.6640 3.7589 0.053
H 1.0450 3.1528 2.9768 0.074
H 2.1004 2.0832 3.8150 0.051
H 1.4783 3.4442 4.6576 0.074
H 2.9946 2.9368 1.4963 0.113
H 4.2681 4.1045 1.3851 0.107
H 4.1702 1.4991 2.7409 0.086
H 5.2689 2.0162 1.5801 0.094
H 6.2491 3.6582 3.0252 0.130
H 6.5224 2.1993 3.7837 0.100
H 3.8250 1.4240 4.7935 0.035
H 3.5682 2.2625 6.2899 0.089
H 5.0994 1.2911 5.8897 0.097
H 6.1081 5.0148 5.4338 0.092
H 6.7933 3.4956 6.0988 0.082
H 5.3179 4.3584 6.6880 0.058
H 3.3178 5.6781 5.7236 0.110
C -0.6707 -0.9361 -2.0471 -0.029
C -0.0614 -0.1888 -0.8701 -0.480
C 1.4750 -0.4475 -0.9238 -0.026
C -0.4238 1.2956 -0.9792 -0.114
C 0.0499 2.0524 0.2593 -0.150
C -0.8306 1.5226 1.3837 -0.125
C -0.6000 0.0228 1.6411 -0.526
C 0.6596 -0.2556 2.3792 -0.030
C -1.7390 -0.4739 2.4745 -0.042
N -0.7755 -0.6904 0.3590 -0.051
O -0.5027 -2.0773 0.5969 -0.064
H -0.0325 -0.5753 -2.8739 0.095
H -0.6246 -2.0476 -1.9402 0.088
H -1.7152 -0.6087 -2.1543 0.064
H 2.0503 -0.0554 -0.0817 0.071
H 1.6945 -1.5149 -0.9256 0.028
H 1.9793 -0.2279 -1.8923 0.092
H 0.0656 1.6522 -1.8858 0.125
H -1.4988 1.3691 -1.0904 0.101
H 1.0863 1.8748 0.5146 0.086
H -0.0938 3.1408 0.2354 0.096
H -1.8878 1.5016 1.0980 0.105
H -0.7172 1.9671 2.3506 0.083
H 1.5650 0.1127 1.9268 0.065
H 0.8160 -1.3617 2.6040 0.098
H 0.6120 0.2403 3.3463 0.069
H -1.7284 -0.0327 3.4790 0.070
H -1.6603 -1.5753 2.6599 0.082
H -2.7048 -0.2782 2.0047 0.075
H 0.4869 -2.0310 0.7787 0.085
C -3.3816 -3.7839 -2.2903 -0.109
O -3.6249 -4.1383 -0.9506 -0.161
C -4.7096 -3.3633 -0.4486 -0.207
C -4.7853 -3.6143 1.0688 -0.397
C -6.1714 -3.1587 1.6229 -0.047
N -3.7070 -3.0822 1.9396 0.062
H -2.3774 -4.1372 -2.4940 0.075
H -3.4895 -2.7121 -2.4450 0.073
H -4.1626 -4.2897 -2.9076 0.101
H -4.5623 -2.2770 -0.5799 0.113
H -5.5976 -3.6234 -0.9528 0.098
H -4.7392 -4.6618 1.2779 0.122
H -6.3366 -2.1319 1.3728 0.051
H -6.0492 -3.2343 2.7040 0.080
H -6.9383 -3.7574 1.1528 0.076
H -3.8239 -2.0743 2.0133 0.039
H -2.8657 -3.1700 1.3626 0.058
C -0.5682 7.3100 3.4300 -0.141
O -1.5713 7.2070 2.5022 -0.163
C -1.3320 6.0878 1.7100 -0.238
C -2.5192 5.8996 0.8158 -0.404
C -2.3544 4.7299 -0.1560 -0.041
N -2.7901 7.1444 0.0571 0.046
H -0.7095 8.1856 4.0070 0.083
H 0.4581 7.3722 2.9824 0.094
H -0.5011 6.5030 4.1382 0.069
H -0.4365 6.2880 1.1092 0.136
H -1.2459 5.2397 2.3543 0.096
H -3.3850 5.7284 1.4497 0.126
H -1.5766 4.8968 -0.8794 0.080
H -3.2855 4.6742 -0.6247 0.054
H -2.1644 3.7689 0.3423 0.057
H -2.0081 7.4805 -0.5393 0.089
H -2.9226 7.9534 0.6162 0.048
C 3.7500 -4.9847 -4.4380 -0.126
O 2.8127 -4.6213 -3.4951 -0.194
C 3.2259 -3.6144 -2.6472 -0.250
C 3.2325 -4.0069 -1.2026 -0.427
C 1.8404 -4.3578 -0.7560 -0.047
N 3.9126 -2.9686 -0.4409 0.061
H 4.6213 -5.4151 -3.9424 0.091
H 3.9681 -4.1549 -5.1595 0.108
H 3.2936 -5.8425 -4.9978 0.095
H 4.1992 -3.1520 -2.9234 0.131
H 2.5380 -2.7728 -2.7614 0.119
H 3.8556 -4.9352 -1.1863 0.163
H 1.8598 -4.8349 0.2318 0.066
H 1.4767 -5.1559 -1.3642 0.069
H 1.0266 -3.5942 -0.7184 0.078
H 4.3499 -3.2335 0.4383 0.075
H 3.3835 -2.0931 -0.4007 0.049
```